Computed, not measured: a 3-piece molecular cluster, C16H39N5O7P overall, with ωB97M-V with the def2-TZVPD basis set.

Last column: Mulliken charge in e.
Cartesian coordinates (Å):
P 2.88 -7.44 1.12  0.742
O -0.37 -1.30 1.32  -0.367
O 3.91 -8.24 0.49  -0.615
O -3.33 2.99 -0.56  -0.167
O 2.93 1.82 -1.00  -0.252
O 2.29 -8.01 2.47  -0.435
O -1.24 -2.71 -0.22  -0.610
O 1.65 -7.19 0.18  -0.443
N -3.37 3.54 -3.40  -0.703
N 1.35 -4.80 1.62  -0.352
N 0.54 3.12 -1.95  -0.611
N 3.46 -5.90 1.56  -0.102
N 3.19 -3.60 2.03  -0.430
C 1.84 -2.16 0.60  -1.115
C 2.00 -2.67 2.02  0.312
C -4.55 2.94 -1.29  -0.798
C 0.98 -3.67 2.54  -0.754
C 1.56 3.88 -1.21  0.441
C 0.74 -1.10 0.45  -0.242
C 4.10 2.02 -1.77  -0.758
C -3.18 4.12 0.27  -0.763
C -2.64 -2.03 1.58  -0.373
C -4.72 5.27 -2.35  -1.412
C -4.56 3.77 -2.58  0.357
C 2.43 2.97 -0.34  -0.769
C -2.64 -1.11 2.81  -1.056
C 2.70 -4.82 1.74  0.381
C -1.36 -2.05 0.79  0.436
C 2.35 4.74 -2.20  -1.518
H 0.89 -5.64 1.94  0.379
H -5.39 3.21 -0.64  0.414
H 4.64 1.08 -1.82  0.227
H -2.51 3.84 1.09  0.232
H -3.32 2.55 -3.64  0.274
H 1.80 2.59 0.47  0.335
H -2.71 4.95 -0.27  0.223
H -2.88 -3.05 1.84  0.312
H -4.68 1.89 -1.56  0.302
H 4.45 -5.78 1.69  0.291
H 2.70 4.16 -3.05  0.298
H 2.00 -8.91 2.28  0.344
H 1.03 4.56 -0.54  0.348
H -3.42 -1.70 0.90  0.415
H -4.99 5.76 -3.28  0.350
H -5.50 5.48 -1.62  0.350
H 1.76 -7.72 -0.62  0.372
H 2.77 -1.64 0.37  0.438
H 3.21 5.20 -1.71  0.353
H 3.25 3.53 0.13  0.444
H 0.47 -1.04 -0.59  0.447
H -3.79 5.72 -2.00  0.271
H -2.58 -0.08 2.48  0.240
H 1.03 2.38 -2.46  0.292
H 3.75 -3.56 2.88  0.346
H -0.07 -3.40 2.56  0.241
H 3.85 2.32 -2.79  0.257
H 4.76 2.77 -1.32  0.350
H -3.56 -1.26 3.36  0.397
H 2.22 -1.84 2.69  0.567
H -4.13 4.44 0.70  0.365
H -1.81 -1.35 3.46  0.263
H -5.43 3.44 -3.16  0.452
H -2.56 3.68 -2.79  0.243
H 1.70 -2.97 -0.11  0.316
H 1.18 -0.15 0.73  0.206
H 1.30 -3.94 3.54  0.434
H -0.05 2.62 -1.29  0.207
H 1.71 5.54 -2.59  0.381

Results
* total charge: +1
* lowest unoccupied orbital energy: -3.319 eV
* total energy: -48292.533 eV
* E_HOMO: -10.481 eV
* 2S+1: 1

***

Computed, not measured: C16H40Al2BrCaF7N2O13PS4 as an isolated structure, with ωB97M-V with the def2-TZVPD basis set.

Last column: Mulliken charge in e.
Cartesian coordinates (Å):
Br -1.16 -1.23 -0.70  0.039
Ca 1.88 3.76 3.71  1.619
S 1.18 1.99 1.80  -0.180
S -10.83 -3.22 1.06  1.063
S -4.36 -1.73 -1.67  0.880
S -6.56 -3.00 -0.98  1.092
P -1.20 2.94 0.18  -0.108
Al -1.78 4.97 4.78  0.428
Al 5.34 -6.24 1.83  0.605
F -1.66 4.93 3.08  -0.368
F -0.58 3.84 5.28  -0.386
F -1.31 6.47 5.36  -0.337
F -3.27 4.50 5.33  -0.310
F -6.37 -2.95 1.89  -0.466
F -7.54 -2.78 0.22  -0.084
F -3.66 -3.14 -1.56  -0.269
O -1.99 -0.24 2.32  -0.256
O -7.42 -2.83 -2.09  -0.591
O -10.91 -1.62 0.98  -0.302
O 4.07 -2.76 2.68  -0.367
O -11.84 -3.77 0.23  -0.572
O -4.64 -1.62 -3.06  -0.531
O -3.30 -0.85 -1.15  -0.466
O -1.63 1.11 2.01  -0.178
O 5.70 2.22 -5.63  -0.645
O -9.47 -3.60 0.95  -0.386
O -6.04 -4.30 -0.75  -0.566
O -11.31 -3.37 2.59  -0.328
O 3.59 3.72 -1.79  -0.502
N 3.85 1.71 -6.78  -0.152
N -5.53 -1.80 -0.68  -0.108
C 5.09 1.42 -6.33  0.827
C 5.72 2.61 -2.05  -1.254
C 5.67 0.08 -6.70  -1.358
C 2.84 1.95 1.05  0.257
C 4.52 -3.29 3.90  -0.426
C 5.30 -4.59 3.75  -0.691
C -1.33 1.17 0.62  -0.260
C 1.90 -3.93 2.64  -1.112
C -11.66 -1.12 2.09  -0.334
C -11.36 -2.09 3.22  -0.326
C 2.98 0.89 -7.61  -0.861
C 3.19 -3.58 1.93  0.416
C 5.37 4.97 -2.83  -1.356
C 3.37 0.51 1.32  -1.304
C 0.22 3.48 1.32  -0.533
C 4.74 3.60 -2.64  0.674
H 2.96 -3.01 1.03  0.395
H 2.04 0.70 -7.09  0.294
H 6.06 2.95 -1.06  0.367
H 1.25 -4.50 1.98  0.436
H -11.36 -0.10 2.32  0.309
H 5.05 -0.73 -6.32  0.378
H 6.24 4.91 -3.50  0.383
H 4.65 -5.39 3.36  0.225
H 2.07 -4.54 3.54  0.289
H 2.87 2.14 -0.02  -0.007
H 5.77 -0.01 -7.79  0.386
H 5.18 -2.53 4.33  0.377
H 4.38 3.23 -3.60  -0.021
H -12.12 -2.08 3.99  0.306
H -2.39 3.53 0.64  0.110
H -0.28 3.84 2.24  0.192
H 3.44 -0.06 -7.86  0.330
H -12.72 -1.14 1.83  0.279
H 5.70 5.38 -1.87  0.351
H 3.53 2.66 1.54  0.457
H 3.52 2.62 -6.50  0.228
H 3.38 -0.02 0.37  0.332
H 1.38 -3.03 2.96  0.293
H -2.27 -0.16 3.24  0.282
H 4.66 5.67 -3.25  0.351
H -2.18 0.74 0.10  0.343
H 5.70 -4.92 4.71  0.499
H 3.72 -4.50 1.59  -0.474
H 6.66 -0.01 -6.27  0.293
H 6.59 2.48 -2.69  0.428
H -10.38 -1.89 3.66  0.291
H 3.89 4.05 -0.94  0.299
H 6.15 -4.45 3.05  0.189
H 5.25 1.63 -1.91  0.240
H -0.43 0.58 0.33  0.217
H 2.63 -0.01 1.94  0.359
H 3.70 -3.42 4.60  0.357
H 2.75 1.42 -8.54  0.296
H 4.32 0.49 1.84  0.313
H 0.81 4.28 0.87  0.404

Results
* total charge: +1
* lowest unoccupied orbital energy: -6.190 eV
* total energy: -220149.753 eV
* E_HOMO: -8.233 eV
* 2S+1: 1

***

Computed, not measured: a 7-piece molecular cluster, C16H40Br4N3 overall, with ωB97M-V with the def2-TZVPD basis set.

Last column: Mulliken charge in e.
Cartesian coordinates (Å):
Br -2.43 2.78 2.18  -0.829
Br 2.35 0.37 1.77  -0.786
Br -3.09 -2.63 1.17  -0.753
Br -1.09 -0.28 -2.53  -0.896
N 1.77 4.65 1.43  0.563
N -0.80 0.17 0.61  0.531
N -1.18 -4.57 -1.99  0.521
C 0.62 3.28 -0.43  0.984
C -3.50 -5.37 -2.20  -0.611
C 0.35 -2.82 1.13  -1.467
C 2.95 4.90 0.55  -1.118
C -0.63 -3.72 -3.11  -0.631
C -0.14 -2.99 -0.32  0.475
C 2.76 4.14 3.56  -0.707
C -2.64 -4.16 -1.79  0.121
C 1.59 5.83 2.38  -0.558
C -0.28 -4.41 -0.78  -1.367
C 2.14 3.48 2.32  -0.693
C -2.55 -6.53 -2.04  -0.627
C -1.18 -6.01 -2.45  -0.606
C 0.55 4.39 0.59  -0.963
C -0.18 3.70 -1.69  -1.616
C 1.65 5.18 3.77  -0.661
H -0.24 4.22 1.33  0.227
H 0.20 0.32 0.85  -0.014
H 0.17 4.66 -2.10  0.442
H 1.25 2.89 2.54  0.527
H 0.06 2.44 -0.03  -0.656
H -4.33 -5.52 -1.52  0.375
H 0.35 5.35 0.10  0.431
H 2.49 6.44 2.37  0.339
H -2.51 -6.90 -1.01  0.323
H -3.86 -5.29 -3.22  0.314
H 2.83 3.45 4.40  0.372
H -0.84 -2.67 -2.94  -0.290
H 3.87 5.11 1.07  0.388
H 1.95 5.90 4.54  0.392
H 0.09 -1.88 1.60  0.313
H -1.11 -3.94 -4.06  0.484
H 0.68 6.35 2.11  0.321
H -0.72 -5.11 -0.06  0.422
H 0.69 -2.53 -0.86  0.319
H -0.03 -3.59 1.82  0.327
H 0.45 -3.85 -3.18  0.345
H -2.92 -3.26 -2.33  0.419
H -0.80 0.27 -0.43  -0.036
H 1.42 -2.98 1.11  0.413
H 2.83 2.83 1.78  0.211
H 2.74 5.78 -0.06  0.400
H -1.23 3.84 -1.43  0.322
H -0.39 -6.56 -1.93  0.297
H 1.57 2.95 -0.84  0.490
H -2.67 -7.45 -2.62  0.392
H -0.90 -6.11 -3.49  0.417
H -0.95 -2.31 -0.60  0.256
H 0.71 4.68 3.98  0.382
H -0.10 2.97 -2.49  0.381
H -1.31 0.91 1.10  0.052
H 3.69 4.67 3.35  0.268
H -2.71 -4.01 -0.71  -0.439
H 3.08 4.06 -0.13  0.375
H -1.29 -0.70 0.86  0.009
H 0.71 -4.84 -1.00  0.383

Results
* total charge: -1
* lowest unoccupied orbital energy: 2.068 eV
* energy relative to the best compared isomer or geometry (same formula, charge and spin): 0.0 kJ/mol
* total energy: -301884.575 eV
* E_HOMO: -4.672 eV
* 2S+1: 1

***

Computed, not measured: C16H40F3NNbO10P2 as an isolated structure, with ωB97M-V with the def2-TZVPD basis set.

Last column: Mulliken charge in e.
Cartesian coordinates (Å):
Nb -0.88 -2.82 -5.20  0.014
P 4.19 -0.28 -0.56  1.236
P -3.21 3.15 3.01  1.080
F -4.02 -2.78 -4.94  -0.236
F -3.34 -2.79 -7.01  -0.286
F -3.34 -4.68 -5.92  -0.271
O 3.52 0.60 0.67  -0.364
O 2.19 -2.21 -6.99  -0.463
O -2.45 3.81 4.33  -0.290
O 3.45 0.38 -1.69  -0.794
O 5.39 -0.79 0.48  -0.405
O -3.83 1.78 3.67  -0.386
O -2.04 2.51 2.31  -0.691
O 3.38 -1.70 -0.43  -0.369
O 3.33 -2.98 -5.30  -0.588
O -4.62 3.96 3.34  -0.393
N -1.54 -0.81 -4.93  -0.855
C -3.40 0.48 3.27  -0.342
C 2.75 1.78 0.43  -0.402
C 4.25 -1.52 2.55  -0.953
C 5.01 -3.28 -1.33  -1.144
C -2.26 -0.01 4.13  -1.083
C 1.28 1.44 0.29  -1.009
C -3.08 -3.35 -5.76  0.421
C -5.22 3.40 5.68  -0.961
C 1.22 -2.15 -4.66  -0.927
C 3.62 -2.70 -1.43  -0.341
C 2.30 -2.49 -5.67  0.745
C 5.34 -0.69 1.90  -0.181
C -1.67 4.99 4.12  -0.341
C -5.64 3.49 4.23  -0.190
C -2.53 6.20 3.78  -0.989
C -0.20 -4.97 -5.28  -1.004
H 5.22 -3.64 -0.32  0.246
H -1.92 7.10 3.73  0.403
H 2.88 -3.49 -1.28  0.373
H 5.28 0.36 2.20  0.253
H -6.05 2.55 3.87  0.258
H 6.31 -1.05 2.26  0.359
H 1.49 -2.69 -3.73  0.128
H 1.29 -1.92 -7.21  0.237
H -6.06 3.07 6.29  0.388
H -4.26 -0.19 3.40  0.331
H -0.58 -2.55 -7.00  0.005
H 1.11 0.65 -0.44  0.336
H -3.02 6.07 2.81  0.288
H -3.32 6.34 4.52  0.204
H -1.85 -0.94 3.75  0.376
H 4.37 -2.57 2.29  0.257
H -6.46 4.22 4.15  0.355
H 3.44 -2.28 -2.43  0.353
H -3.15 0.45 2.21  0.343
H 3.12 2.33 -0.43  0.347
H -1.23 -3.08 -3.41  0.037
H -4.41 2.69 5.83  0.225
H -0.83 -5.64 -5.90  0.351
H 5.14 -4.11 -2.03  0.447
H 2.89 2.43 1.30  0.320
H -4.88 4.37 6.04  0.251
H 0.87 -5.02 -5.57  0.297
H 0.88 1.08 1.24  0.237
H -1.13 5.18 5.05  0.320
H -1.45 0.72 4.19  0.276
H 0.71 2.32 -0.02  0.354
H -2.60 -0.18 5.16  0.302
H -0.93 4.81 3.34  0.265
H -2.31 -0.56 -5.56  0.222
H 1.22 -1.07 -4.43  0.683
H 5.77 -2.53 -1.57  0.247
H -0.24 -5.38 -4.25  0.279
H 3.25 -1.22 2.24  0.212
H -0.78 -0.15 -5.01  0.205
H 4.30 -1.42 3.64  0.389

Results
* total charge: -1
* lowest unoccupied orbital energy: 0.660 eV
* total energy: -67483.915 eV
* E_HOMO: -5.040 eV
* 2S+1: 1